No. 1
{"formula": "C23H55AlFO10", "method": "wB97M-V/def2-TZVPD", "symbols": ["C", "O", "C", "Al", "C", "C", "C", "F", "H", "H", "H", "H", "H", "H", "H", "H", "H", "H", "H", "H", "H", "C", "O", "C", "C", "O", "C", "C", "O", "C", "H", "H", "H", "H", "H", "H", "H", "H", "H", "H", "H", "H", "H", "H", "C", "O", "C", "C", "O", "C", "C", "O", "C", "H", "H", "H", "H", "H", "H", "H", "H", "H", "H", "H", "H", "H", "H", "C", "O", "C", "C", "O", "C", "C", "O", "C", "H", "H", "H", "H", "H", "H", "H", "H", "H", "H", "H", "H", "H", "H"], "xyz": [[5.459, -3.651, 1.384], [4.532, -3.508, 0.354], [4.275, -2.121, 0.029], [3.250, -0.978, 1.382], [1.294, -1.503, 1.374], [1.060, -2.961, 1.835], [0.337, -3.782, 0.795], [0.618, -5.150, 0.911], [5.401, -4.672, 1.760], [6.485, -3.479, 1.027], [5.262, -2.961, 2.208], [5.221, -1.643, -0.272], [3.673, -2.166, -0.885], [3.365, 0.590, 0.956], [3.878, -1.152, 2.880], [0.924, -1.399, 0.349], [0.751, -0.803, 2.009], [2.001, -3.483, 2.030], [0.503, -2.987, 2.774], [0.634, -3.478, -0.209], [-0.749, -3.691, 0.871], [-5.996, 1.899, 2.649], [-4.876, 2.188, 1.851], [-3.795, 2.724, 2.597], [-2.474, 2.486, 1.905], [-1.984, 1.168, 2.031], [-2.543, 0.169, 1.196], [-2.048, 0.209, -0.229], [-2.676, 1.259, -0.957], [-1.891, 1.696, -2.042], [-6.417, 2.808, 3.099], [-6.747, 1.445, 2.005], [-5.743, 1.193, 3.449], [-3.761, 2.269, 3.594], [-3.943, 3.808, 2.713], [-1.732, 3.108, 2.413], [-2.522, 2.803, 0.860], [-3.636, 0.190, 1.224], [-2.205, -0.775, 1.626], [-2.282, -0.750, -0.712], [-0.960, 0.336, -0.228], [-0.906, 2.039, -1.707], [-2.415, 2.528, -2.509], [-1.753, 0.901, -2.785], [-4.612, -1.761, -2.737], [-4.482, -3.162, -2.720], [-5.169, -3.835, -3.751], [-4.514, -5.173, -4.002], [-3.305, -5.096, -4.737], [-2.160, -4.585, -4.069], [-1.519, -5.529, -3.080], [-2.264, -5.582, -1.879], [-1.980, -6.729, -1.112], [-5.640, -1.442, -2.528], [-3.962, -1.373, -1.956], [-4.290, -1.339, -3.696], [-5.160, -3.245, -4.677], [-6.215, -3.998, -3.452], [-5.186, -5.763, -4.630], [-4.374, -5.704, -3.058], [-2.378, -3.630, -3.587], [-1.434, -4.405, -4.865], [-0.506, -5.164, -2.862], [-1.439, -6.528, -3.527], [-2.170, -7.645, -1.686], [-2.639, -6.711, -0.246], [-0.942, -6.732, -0.763], [1.414, 4.320, 2.800], [2.732, 4.552, 2.369], [3.216, 3.490, 1.544], [4.320, 3.969, 0.641], [3.877, 4.745, -0.470], [3.523, 6.087, -0.226], [4.700, 7.029, -0.104], [5.322, 6.923, 1.163], [6.662, 7.343, 1.149], [1.346, 3.427, 3.432], [1.099, 5.189, 3.378], [0.733, 4.195, 1.948], [2.405, 3.077, 0.937], [3.601, 2.685, 2.176], [4.774, 3.080, 0.202], [5.086, 4.501, 1.210], [2.865, 6.182, 0.642], [2.964, 6.396, -1.114], [4.343, 8.061, -0.242], [5.419, 6.802, -0.901], [7.251, 6.771, 0.423], [7.069, 7.170, 2.144], [6.748, 8.412, 0.912]], "lowdin_charge": [-0.190, -0.299, -0.310, 0.302, -0.303, -0.274, -0.229, -0.091, 0.076, 0.074, 0.037, 0.039, 0.043, -0.093, -0.096, 0.024, 0.027, 0.086, 0.097, 0.106, 0.108, -0.123, -0.193, -0.207, -0.189, -0.118, -0.178, -0.199, -0.203, -0.115, 0.085, 0.085, 0.088, 0.126, 0.126, 0.120, 0.124, 0.122, 0.127, 0.113, 0.124, 0.091, 0.084, 0.086, -0.097, -0.197, -0.212, -0.191, -0.127, -0.182, -0.206, -0.198, -0.111, 0.091, 0.069, 0.091, 0.127, 0.126, 0.124, 0.123, 0.121, 0.127, 0.132, 0.126, 0.084, 0.088, 0.084, -0.126, -0.203, -0.218, -0.176, -0.125, -0.199, -0.213, -0.192, -0.123, 0.092, 0.082, 0.080, 0.115, 0.106, 0.124, 0.121, 0.122, 0.125, 0.124, 0.125, 0.088, 0.086, 0.084], "total_charge": -1}

No. 2
{"formula": "HO3SYb", "method": "wB97M-V/def2-TZVPD", "symbols": ["S", "O", "O", "Yb", "O", "H"], "xyz": [[0.944, -0.011, 0.597], [1.878, -0.515, -0.412], [-0.647, -0.611, 0.144], [-1.629, 1.254, -0.565], [0.497, 1.421, 0.276], [-1.044, -1.537, -0.040]], "nbo_charge": [1.766, -0.868, -1.158, 1.846, -1.130, 0.544], "total_charge": 1}

Per-record gap between HOMO and LUMO, Ha: 0.24996, 0.28663